Entry from the OMol25 dataset: C19H19CdIN2O3 as an isolated structure (ωB97M-V/def2-TZVPD).

The calculation puts the LUMO energy at -0.7 eV. For the orbital gap, the calculation gives 7.08 eV. As for the energy above the lowest of the compared OMol25 structures with the same formula, charge and spin: 0.00 kcal per mole. The spin multiplicity is 1. For the total energy, the calculation gives -1536.16616 Eh.

CARTESIAN COORDINATES (ANGSTROEM)
1 C 2.520 3.207 -0.149
2 C 3.213 1.946 -0.738
3 H 2.173 3.888 -0.940
4 H 3.273 3.761 0.428
5 H 1.701 3.001 0.552
6 H 2.711 1.358 -1.537
7 H 4.130 2.295 -1.238
8 H 3.529 1.264 0.059
9 C -2.723 1.633 -1.461
10 C -3.930 1.405 -2.126
11 C -4.022 0.301 -2.982
12 C -2.915 -0.530 -3.128
13 H -2.597 2.481 -0.786
14 H -4.759 2.090 -1.963
15 H -4.937 0.078 -3.530
16 H -2.929 -1.426 -3.741
17 N -1.642 0.877 -1.672
18 C -1.717 -0.208 -2.465
19 C -0.519 -1.064 -2.523
20 N 0.615 -0.596 -1.955
21 C 1.638 -1.422 -1.690
22 C 0.522 -3.209 -2.848
23 C 1.628 -2.741 -2.135
24 H 2.460 -1.014 -1.097
25 H 2.484 -3.370 -1.913
26 C -0.575 -2.370 -3.029
27 H -1.487 -2.691 -3.518
28 H 0.492 -4.220 -3.246
29 Cd 0.644 1.549 -1.089
30 I -0.219 3.947 -2.237
31 O 1.739 0.940 3.374
32 C 0.840 0.043 3.802
33 C 0.718 -0.201 5.183
34 C -0.166 -1.171 5.640
35 C -0.908 -1.933 4.729
36 C -0.798 -1.686 3.356
37 C 0.028 -0.671 2.870
38 C 0.012 -0.322 1.408
39 O -0.742 -0.922 0.628
40 O 0.828 0.650 1.054
41 H 1.561 0.986 2.370
42 H 1.327 0.397 5.860
43 H -0.257 -1.342 6.713
44 H -1.592 -2.703 5.084
45 H -1.349 -2.281 2.627

Atom charges from the Mulliken analysis, given in e for atoms 1 to 8: -0.96 -0.92 0.25 0.35 0.32 0.33 0.45 0.26

***

Entry from the OMol25 dataset: a 7-piece molecular cluster, C19H19Cl12N3 overall (ωB97M-V/def2-TZVPD).

The calculation puts the LUMO energy at 0.1 eV. Its SMILES is ClC(Cl)Cl.ClC(Cl)Cl.ClC(Cl)Cl.ClC(Cl)Cl.c1ccncc1.c1ccncc1.c1ccncc1. For the orbital gap, the calculation gives 9.67 eV. As for the energy above the lowest of the compared OMol25 structures with the same formula, charge and spin: 24.20 kcal per mole. The spin multiplicity is 1. For the total energy, the calculation gives -6421.90164 Eh.

CARTESIAN COORDINATES (ANGSTROEM)
1 N -1.842 -3.282 -1.344
2 C -2.074 -4.072 -0.238
3 C -3.224 -4.858 -0.082
4 C -4.185 -4.852 -1.066
5 C -3.996 -4.049 -2.188
6 C -2.780 -3.358 -2.310
7 H -1.324 -4.100 0.539
8 H -3.367 -5.380 0.853
9 H -5.060 -5.477 -0.968
10 H -4.678 -4.124 -3.023
11 H -2.516 -2.744 -3.158
12 N -0.704 5.731 -1.426
13 C -0.318 7.017 -1.700
14 C 1.049 7.440 -1.621
15 C 2.018 6.482 -1.291
16 C 1.618 5.152 -1.064
17 C 0.228 4.819 -1.106
18 H -1.089 7.732 -1.946
19 H 1.363 8.473 -1.662
20 H 3.075 6.699 -1.240
21 H 2.287 4.340 -0.819
22 H -0.147 3.812 -0.995
23 N 4.619 1.641 -1.766
24 C 3.538 1.712 -0.947
25 C 3.595 1.517 0.461
26 C 4.852 1.177 0.991
27 C 5.979 1.049 0.164
28 C 5.837 1.330 -1.189
29 H 2.572 1.939 -1.373
30 H 2.674 1.665 1.005
31 H 4.924 1.095 2.066
32 H 6.962 0.765 0.511
33 H 6.587 1.210 -1.957
34 C -4.804 0.019 3.305
35 Cl -6.238 1.092 3.008
36 Cl -5.024 -1.275 4.541
37 Cl -3.414 1.044 3.834
38 H -4.571 -0.431 2.340
39 C -1.794 -3.817 3.907
40 Cl -0.168 -3.417 4.474
41 Cl -2.895 -3.871 5.260
42 Cl -1.695 -5.422 3.026
43 H -1.972 -3.002 3.206
44 C 1.633 -2.951 -2.097
45 Cl 1.819 -3.716 -3.764
46 Cl 2.447 -1.432 -1.893
47 Cl 2.108 -4.074 -0.860
48 H 0.581 -2.688 -1.992
49 C -0.532 -0.565 0.624
50 Cl -0.193 1.190 0.401
51 Cl -1.952 -0.812 1.666
52 Cl 0.919 -1.430 1.282
53 H -0.730 -0.943 -0.379

Atom charges from the Mulliken analysis, given in e for atoms 1 to 8: -0.17 -0.10 -0.44 -0.32 -0.64 -0.22 0.44 0.29

***

Entry from the OMol25 dataset: C19H19Cl2N6O2OsS2 as an isolated structure (ωB97M-V/def2-TZVPD).

The calculation puts the LUMO energy (alpha / beta) at -9.3 / -12.0 eV. For the orbital gap (alpha / beta), the calculation gives 6.68 / 4.81 eV. As for the expectation value of S²: 6.08. The charge is +3. The spin multiplicity is 5. For the total energy, the calculation gives -3020.87035 Eh.

CARTESIAN COORDINATES (ANGSTROEM)
1 Os 0.100 -0.749 0.202
2 Cl -0.495 7.376 -0.177
3 C 0.023 5.816 -0.553
4 C 1.016 5.622 -1.529
5 C 1.413 4.355 -1.859
6 Cl 2.593 4.107 -3.049
7 C 0.811 3.153 -1.231
8 O 1.088 2.014 -1.588
9 C -0.167 3.427 -0.170
10 C -0.803 2.406 0.596
11 O -0.610 1.180 0.595
12 C -0.552 4.722 0.121
13 H 1.458 6.480 -2.018
14 H -1.592 2.788 1.261
15 H -1.300 4.922 0.877
16 N -3.331 0.037 1.036
17 C -3.059 -1.185 0.633
18 N -1.832 -1.615 0.332
19 C -1.859 -2.959 0.018
20 C -3.121 -3.543 0.041
21 S -4.298 -2.420 0.483
22 C -0.621 -3.563 -0.268
23 C -0.365 -4.891 -0.575
24 S 1.279 -5.144 -0.843
25 C 1.591 -3.444 -0.538
26 N 0.495 -2.743 -0.236
27 N 2.802 -2.939 -0.618
28 H -2.555 0.669 1.191
29 H -4.268 0.337 1.261
30 H -3.382 -4.565 -0.178
31 H -1.073 -5.700 -0.653
32 H 3.601 -3.502 -0.873
33 H 2.923 -1.941 -0.498
34 N 1.982 -0.081 0.257
35 C 3.084 0.291 0.383
36 N 4.285 0.703 0.522
37 C 4.785 1.867 -0.273
38 C 5.746 2.698 0.558
39 C 6.825 1.841 1.211
40 C 6.180 0.773 2.084
41 C 5.289 -0.128 1.250
42 H 3.917 2.432 -0.592
43 H 5.277 1.458 -1.158
44 H 5.190 3.241 1.329
45 H 6.189 3.441 -0.107
46 H 7.484 2.467 1.811
47 H 7.446 1.370 0.444
48 H 5.585 1.244 2.871
49 H 6.929 0.148 2.572
50 H 4.750 -0.852 1.862
51 H 5.880 -0.660 0.500

Atom charges from the Mulliken analysis, given in e for atoms 1 to 8: 1.05 -0.08 0.30 -0.60 0.41 -0.07 0.23 -0.63

***

Entry from the OMol25 dataset: C19H19Cl3MnN4O6 as an isolated structure (ωB97M-V/def2-TZVPD).

The calculation puts the LUMO energy (alpha / beta) at -5.6 / -4.7 eV. For the orbital gap (alpha / beta), the calculation gives 5.96 / 6.99 eV. As for the expectation value of S²: 6.08. The charge is +1. As for the energy above the lowest of the compared OMol25 structures with the same formula, charge and spin: 10.47 kcal per mole. The spin multiplicity is 5. For the total energy, the calculation gives -3937.01080 Eh.

CARTESIAN COORDINATES (ANGSTROEM)
1 Mn -0.734 -0.346 -0.353
2 Cl 4.667 -0.938 4.461
3 C 3.568 -0.812 3.137
4 C 4.066 -0.859 1.827
5 C 3.227 -0.761 0.744
6 Cl 3.864 -0.808 -0.854
7 C 1.831 -0.615 0.912
8 O 1.092 -0.532 -0.172
9 C 1.350 -0.562 2.239
10 C -0.040 -0.384 2.535
11 O -0.943 -0.259 1.694
12 C 2.227 -0.663 3.343
13 H 5.130 -0.973 1.664
14 H -0.324 -0.356 3.593
15 H 1.827 -0.618 4.348
16 O -3.322 -1.374 -2.867
17 Cl -2.635 -0.288 -2.298
18 O -3.105 0.974 -2.713
19 O -2.702 -0.374 -0.767
20 O -1.165 -0.405 -2.483
21 N -1.870 -5.865 -3.693
22 C -1.571 -5.327 -2.725
23 C -1.193 -4.651 -1.514
24 C -0.897 -5.354 -0.354
25 C -0.518 -4.632 0.765
26 C -0.471 -3.255 0.686
27 N -0.776 -2.569 -0.425
28 C -1.118 -3.265 -1.511
29 H -0.955 -6.434 -0.337
30 H -0.261 -5.123 1.692
31 H -0.171 -2.681 1.549
32 H -1.317 -2.717 -2.418
33 C 0.681 2.307 0.400
34 C 0.779 3.855 0.357
35 N -0.271 4.413 -0.480
36 C -1.567 3.991 0.042
37 C -1.697 2.447 -0.009
38 N -0.417 1.841 -0.490
39 C -0.128 2.353 -1.862
40 C -0.104 3.905 -1.837
41 H 0.469 1.955 1.408
42 H 1.603 1.844 0.054
43 H 1.744 4.162 -0.045
44 H 0.688 4.270 1.361
45 H -2.353 4.454 -0.554
46 H -1.663 4.359 1.064
47 H -2.485 2.155 -0.696
48 H -1.916 2.025 0.972
49 H -0.893 1.983 -2.535
50 H 0.829 1.928 -2.167
51 H -0.904 4.305 -2.459
52 H 0.842 4.276 -2.231

Atom charges from the Mulliken analysis, given in e for atoms 1 to 8: 0.92 -0.18 -0.06 -0.41 0.41 -0.17 0.25 -0.85

***

Entry from the OMol25 dataset: C19H19ClN5OTa as an isolated structure (ωB97M-V/def2-TZVPD).

The calculation puts the LUMO energy at -9.2 eV. For the orbital gap, the calculation gives 6.12 eV. The charge is +2. The spin multiplicity is 1. For the total energy, the calculation gives -1600.95071 Eh.

CARTESIAN COORDINATES (ANGSTROEM)
1 Ta 0.385 1.507 0.571
2 C 0.233 -0.402 -3.881
3 C -0.376 -1.484 -2.986
4 C 0.630 -1.949 -1.963
5 C 1.512 -2.972 -2.310
6 C 2.556 -3.345 -1.484
7 C 2.768 -2.683 -0.281
8 C 1.916 -1.664 0.109
9 C 2.125 -0.961 1.422
10 C 1.329 -1.533 2.582
11 C 0.838 -1.336 -0.726
12 N -0.031 -0.269 -0.297
13 C -1.363 -0.391 -0.340
14 C -2.121 0.780 -0.236
15 C -3.481 1.081 -0.258
16 C -3.603 2.471 -0.164
17 C -2.327 2.998 -0.080
18 N -1.390 2.008 -0.139
19 H -0.476 -0.089 -4.646
20 H 1.130 -0.768 -4.378
21 H 0.514 0.480 -3.297
22 H -0.681 -2.340 -3.587
23 H -1.299 -1.104 -2.543
24 H 1.377 -3.474 -3.260
25 H 3.222 -4.142 -1.785
26 H 3.600 -2.961 0.352
27 H 1.901 0.139 1.270
28 H 3.188 -0.900 1.665
29 H 0.262 -1.595 2.361
30 H 1.472 -0.961 3.496
31 H 1.685 -2.549 2.759
32 H -1.813 -1.372 -0.464
33 H -4.284 0.366 -0.360
34 H -4.519 3.038 -0.172
35 H -2.028 4.030 0.035
36 Cl 2.061 3.253 0.907
37 C 2.048 2.184 -0.615
38 H 3.005 1.673 -0.668
39 H 1.864 2.850 -1.456
40 O 0.178 1.209 2.479
41 N -0.644 2.296 2.753
42 C -1.630 1.971 3.510
43 C -1.835 0.620 3.944
44 N -1.969 -0.492 4.192
45 C -2.570 2.992 3.863
46 N -3.356 3.790 4.109

Atom charges from the Mulliken analysis, given in e for atoms 1 to 8: 1.49 -1.06 -0.81 0.28 -0.61 -1.00 -0.71 0.36